C10H16O | ωB97M-V with the def2-TZVPD basis set

ORCA input file:
```
! wB97M-V def2-TZVPD RIJCOSX def2/J DEFGRID3
* xyz -1 2
C 0.30 0.50 3.24
C -0.84 1.31 2.72
H -0.12 -0.44 3.69
H 1.00 0.03 2.50
H 0.98 1.16 3.89
H -1.05 2.09 3.42
H -1.73 0.74 2.57
H -0.46 1.71 1.71
C -0.57 -1.90 -0.11
C -1.94 -2.23 -0.82
C 0.25 -0.85 -0.85
C -0.45 0.37 -0.90
C 1.56 -0.94 -1.47
C 0.17 1.51 -1.56
C 2.12 0.17 -2.06
C 1.39 1.37 -2.15
O 1.84 2.40 -2.95
H -0.65 -1.70 0.99
H 0.00 -2.84 -0.08
H -1.91 -1.55 -1.78
H -1.45 0.36 -0.67
H 2.22 -1.85 -1.34
H -0.31 2.45 -1.37
H 3.08 0.05 -2.64
H 1.45 3.24 -2.59
H -2.86 -1.78 -0.45
H -2.02 -3.37 -0.95
*
```

Energy relative to the best compared isomer or geometry (same formula, charge and spin): 157.14 kJ/mol
⟨S²⟩: 0.7624
LUMO energy (alpha / beta): 3.72 / 3.63 eV

Atom charges from the Mulliken analysis, given in e for atoms 1 to 4:
1 C -0.776
2 C -0.645
3 H 0.219
4 H 0.210

C5H6N2 | ωB97M-V with the def2-TZVPD basis set

ORCA input file:
```
! wB97M-V def2-TZVPD RIJCOSX def2/J DEFGRID3
* xyz 0 1
C -2.26 1.18 1.87
C -1.71 0.60 0.82
C -1.43 -0.01 -0.44
C 2.32 -0.13 -0.60
C 1.70 -1.38 -0.24
H -2.58 1.28 2.86
H -2.24 -0.04 -1.15
H 2.98 0.24 0.25
H 2.37 0.26 -1.61
H 1.84 -1.58 0.92
H 1.24 -2.00 -0.92
N -0.26 -0.01 -1.07
N 0.92 0.05 -0.19
*
```

Energy relative to the best compared isomer or geometry (same formula, charge and spin): 670.20 kJ/mol
Structure (SMILES): C#C/C=N\N1CC1
LUMO energy: -0.18 eV

Atom charges from the Mulliken analysis, given in e for atoms 1 to 4:
1 C -0.263
2 C 0.111
3 C -0.319
4 C -0.240